Record 1
27
Properties=species:S:1:pos:R:3:mulliken_charge:R:1 method="wB97M-V/def2-TZVPD" orbital_gap_ev="3.60 / 5.75" spin_multiplicity=5 s_squared=6.027
C -0.966 -0.210 -2.313 0.125
C -1.723 1.014 -2.659 -0.679
C -0.821 2.138 -2.815 -0.355
C 0.477 1.667 -2.386 -0.634
C 0.428 0.211 -2.166 -0.300
Rh -0.017 -1.884 -0.393 0.108
P -0.358 -3.917 -0.874 -0.197
H -1.295 -1.282 -2.465 0.284
H -2.805 1.066 -2.834 0.404
H -1.077 3.235 -3.078 0.327
H 1.323 -0.505 -2.231 0.380
H 1.356 2.277 -2.234 0.504
H 0.586 -4.825 -1.410 0.051
H -1.511 -4.166 -1.714 0.043
H -0.704 -4.562 0.347 0.051
C 0.876 2.419 2.890 -0.878
N 0.646 1.058 2.417 0.131
C 0.410 -0.066 3.212 -0.358
C 0.259 -1.134 2.368 -0.645
N 0.302 -0.643 1.070 -0.156
C 0.569 0.679 1.109 -0.083
H 0.124 2.695 3.631 0.334
H 1.843 2.513 3.399 0.315
H 0.839 3.116 2.049 0.291
H 0.371 -0.043 4.283 0.392
H 0.135 -2.193 2.524 0.364
H 0.733 1.339 0.271 0.180

Record 2
6
Properties=species:S:1:pos:R:3:mulliken_charge:R:1 method="wB97M-V/def2-TZVPD" de_lowest_kj_mol=125.03 orbital_gap_ev=8.31
F 0.143 -3.096 1.023 -0.185
C 0.047 -1.951 0.369 0.260
S -0.661 -2.091 -1.034 -0.209
P 0.777 -0.239 1.104 -0.055
I 2.705 -0.265 -0.212 0.090
H -0.171 0.557 0.471 0.100

Record 3
103
Properties=species:S:1:pos:R:3:mulliken_charge:R:1 method="wB97M-V/def2-TZVPD" de_lowest_kj_mol=1204.03 orbital_gap_ev=7.50 charge=+1
C 7.064 -0.563 0.023 -0.610
C 6.025 -1.278 1.110 -0.315
O 4.812 -0.421 1.217 -0.212
C 3.697 -1.193 1.762 -0.510
C 2.219 -0.531 1.680 0.288
C 0.969 -1.494 2.131 -0.594
N 1.263 -2.918 2.547 0.475
C 0.825 -3.938 1.520 0.668
O -0.250 -4.742 1.634 -0.438
F 1.658 -4.074 0.273 -0.225
C 0.779 -3.239 3.943 0.527
O 1.564 -4.029 4.715 -0.457
F -0.493 -2.777 4.554 -0.160
N -0.313 -0.700 2.019 0.314
O -1.552 -1.154 2.278 -0.240
C -1.979 -1.921 1.064 -0.196
C -3.099 -1.097 0.170 0.845
C -2.859 -1.589 -1.410 -1.286
C -4.664 -1.543 0.516 0.206
C -4.898 -1.958 2.087 -0.864
C -5.623 -0.287 0.030 -0.939
C 0.174 0.668 1.534 -0.109
C -0.861 1.937 1.272 -0.297
N -0.591 3.138 2.158 -0.481
N 1.675 0.817 1.291 0.312
C 2.483 1.981 0.795 -0.226
C 1.883 2.344 -0.724 0.186
C 1.372 3.860 -1.081 -0.567
N 1.803 1.292 -1.642 -0.583
H 7.060 -1.249 -0.933 0.149
H 6.672 0.530 -0.246 0.124
H 8.160 -0.559 0.455 0.311
H 6.576 -1.450 2.128 0.261
H 5.769 -2.352 0.683 0.271
H 3.648 -2.240 1.189 0.229
H 3.898 -1.486 2.898 0.282
H -2.378 -2.992 1.392 0.340
H -1.076 -2.136 0.329 0.119
H -2.937 0.076 0.217 -0.265
H -3.851 -1.408 -2.049 0.256
H -2.696 -2.755 -1.374 0.367
H -1.946 -1.062 -1.918 0.223
H -4.885 -2.480 -0.182 0.202
H -4.312 -2.925 2.428 0.237
H -4.697 -1.074 2.850 0.203
H -6.056 -2.220 2.199 0.146
H -5.755 -0.391 -1.140 0.266
H -5.084 0.743 0.241 0.213
H -6.641 -0.335 0.606 0.314
H -0.823 2.328 0.145 0.199
H -1.990 1.608 1.478 0.124
H -0.143 3.930 1.635 0.224
H -0.064 2.885 3.026 0.299
H 3.636 1.838 0.738 0.388
H 2.285 2.921 1.501 0.073
H 0.370 4.146 -0.518 0.182
H 2.236 4.595 -0.788 -0.012
H 1.153 3.916 -2.239 0.446
H 1.379 1.683 -2.536 0.274
N 7.486 0.874 -2.932 -0.247
C 8.017 2.106 -3.091 -0.151
C 8.100 2.757 -4.311 -0.571
C 7.613 2.106 -5.439 -0.110
C 7.063 0.836 -5.308 -0.632
C 7.020 0.267 -4.045 -0.055
H 8.386 2.571 -2.181 0.361
H 8.534 3.748 -4.379 0.356
H 7.663 2.585 -6.413 0.363
H 6.675 0.302 -6.168 0.352
H 6.597 -0.721 -3.891 0.334
N -1.049 -3.482 -3.476 -0.144
C -1.592 -3.817 -4.667 -0.115
C -0.938 -4.573 -5.627 -0.654
C 0.353 -5.011 -5.352 -0.186
C 0.940 -4.681 -4.135 -0.677
C 0.205 -3.923 -3.237 -0.055
H -2.600 -3.449 -4.836 0.357
H -1.424 -4.815 -6.565 0.371
H 0.897 -5.605 -6.080 0.364
H 1.945 -5.006 -3.891 0.380
H 0.618 -3.642 -2.273 0.343
N 2.684 5.939 1.844 -0.407
C 2.262 6.814 0.905 -0.118
C 1.553 7.969 1.191 -0.625
C 1.254 8.245 2.521 -0.142
C 1.674 7.363 3.511 -0.441
C 2.381 6.235 3.126 -0.186
H 2.517 6.553 -0.118 0.465
H 1.241 8.638 0.396 0.368
H 0.699 9.141 2.784 0.380
H 1.456 7.549 4.557 0.368
H 2.733 5.517 3.862 0.386
N -8.730 -2.361 2.969 -0.469
C -9.675 -1.423 3.198 -0.201
C -10.901 -1.390 2.552 -0.401
C -11.176 -2.376 1.611 -0.123
C -10.222 -3.355 1.352 -0.483
C -9.027 -3.307 2.051 -0.104
H -9.412 -0.673 3.938 0.359
H -11.623 -0.613 2.778 0.353
H -12.125 -2.382 1.084 0.361
H -10.406 -4.137 0.623 0.349
H -8.252 -4.051 1.886 0.374

Record 4
14
Properties=species:S:1:pos:R:3:mulliken_charge:R:1 method="wB97M-V/def2-TZVPD" de_lowest_kj_mol=528.84 orbital_gap_ev=8.55
C 0.651 -1.804 -0.995 -1.123
C -0.081 -0.861 -0.117 -0.235
C -0.072 0.773 1.464 -0.204
C -0.942 1.382 0.361 -0.469
C -0.144 0.532 -0.609 -0.084
O 0.960 0.368 0.380 -0.249
H -0.151 -2.377 -1.487 0.312
H 1.238 -2.528 -0.417 0.283
H 1.290 -1.350 -1.764 0.311
H -0.587 -0.009 2.062 0.225
H 0.511 1.416 2.102 0.312
H -2.008 1.150 0.358 0.287
H -0.770 2.459 0.294 0.268
H 0.106 0.850 -1.632 0.367

Record 5
15
Properties=species:S:1:pos:R:3:mulliken_charge:R:1 method="wB97M-V/def2-TZVPD" de_lowest_kj_mol=149.31 orbital_gap_ev=10.52
C 0.890 0.578 1.371 -1.422
C 0.177 0.166 0.091 0.943
C 0.417 -1.270 -0.399 -0.530
C -0.733 -1.687 -1.213 0.363
N -1.692 -1.937 -1.811 -0.500
C -1.141 0.722 -0.310 -0.661
N 0.084 1.112 -1.017 -0.676
H 0.626 -0.073 2.212 0.337
H 1.984 0.548 1.261 0.327
H 0.625 1.603 1.658 0.349
H 0.494 -1.962 0.446 0.311
H 1.326 -1.343 -1.006 0.293
H -1.638 1.430 0.340 0.271
H -1.804 0.077 -0.907 0.306
H 0.384 2.037 -0.717 0.290

Record 6
60
Properties=species:S:1:pos:R:3:mulliken_charge:R:1 method="wB97M-V/def2-TZVPD" orbital_gap_ev=8.67 charge=+1
S 0.329 4.822 1.100 -0.102
S -1.304 4.664 -0.195 -0.072
C -2.533 3.417 0.205 -0.982
C -2.156 1.907 -0.183 0.367
C -3.112 0.829 0.265 -1.320
N -2.688 -0.583 -0.125 0.093
N -0.795 1.479 0.035 0.415
H 1.078 3.707 0.973 0.063
H -3.407 3.651 -0.460 0.406
H -2.862 3.450 1.216 0.446
H -2.208 2.043 -1.284 0.398
H -4.201 0.917 0.144 0.566
H -3.282 0.649 1.370 0.408
H -3.441 -1.240 0.014 0.381
H -2.566 -0.426 -1.141 0.295
H -0.101 1.823 -0.600 -0.249
H -2.419 -2.486 1.677 0.362
H -0.544 1.351 0.986 0.008
H 3.799 -2.102 0.262 0.310
H 3.758 -0.993 1.420 0.326
O 4.100 -1.216 0.556 -0.663
H -1.584 -1.035 -3.263 0.324
H -1.187 -2.217 -2.456 0.280
O -1.934 -1.610 -2.564 -0.682
H 1.747 -2.211 2.901 0.404
H 1.732 -1.602 4.410 0.277
O 1.288 -1.655 3.557 -0.619
H 2.006 2.735 -0.930 0.258
H 3.233 1.880 -1.401 0.317
O 2.383 2.300 -1.696 -0.668
H 1.120 -3.361 -1.193 0.328
H 0.576 -1.969 -0.832 0.421
O 0.686 -2.892 -0.463 -0.870
H -2.634 -2.117 3.209 0.308
H -1.059 -3.672 0.067 0.300
O -2.541 -1.750 2.326 -0.671
H 4.155 0.998 0.328 0.356
H 2.710 1.085 0.742 0.462
O 3.481 1.648 0.557 -0.713
H 1.716 -0.508 2.323 0.321
H 0.565 0.358 1.946 0.170
O 1.417 0.075 1.553 -0.519
H 2.012 -0.461 -1.706 0.258
H 0.786 -0.407 -2.650 0.140
O 1.246 -0.964 -1.998 -0.436
H 0.937 0.803 -3.719 0.305
H 1.739 0.092 -4.788 0.331
O 0.831 0.207 -4.489 -0.609
H -0.356 0.225 3.623 0.255
H -1.409 -0.697 2.768 0.366
O -0.928 0.152 2.859 -0.689
H 2.508 -3.984 1.465 0.275
H 1.749 -2.784 0.883 0.521
O 2.423 -3.027 1.572 -0.749
H -0.258 3.562 -3.407 0.289
H 1.030 2.817 -3.199 0.365
O 0.280 2.881 -3.822 -0.612
H -1.762 -0.759 0.339 0.021
H -2.202 -4.366 0.528 0.318
O -1.951 -3.436 0.386 -0.589